# 1
Here is a structure of composition C28H25CaN11OS from the OMol25 dataset. Energies are from wB97M-V/def2-TZVPD.

## Properties
ΔE to the lowest compared entry with this formula, charge and spin, kJ/mol: 0.00
Gap between HOMO and LUMO, eV: 7.17
LUMO level, eV: -0.075

```
67
Properties=species:S:1:pos:R:3:nbo_charge:R:1
H 0.74765 4.02715 -1.66692 0.38
C -1.25016 1.30707 -3.66036 0.50
C 0.17499 2.27529 4.33253 -0.16
H -0.61281 2.30207 5.07453 0.23
O -1.22787 1.16132 0.38937 -0.92
N 0.86475 -0.55027 1.40213 -0.60
C -3.30860 0.30992 3.87972 -0.29
C 1.35950 -2.48875 2.40920 -0.09
H -1.01795 -4.39840 0.20819 0.21
C -0.03015 2.82831 3.07825 -0.23
C -3.78199 1.25431 2.96733 -0.20
C -1.87328 0.86359 1.48911 0.39
H 1.77655 -3.41995 2.75236 0.22
H -3.44340 2.24921 1.09081 0.20
H 2.71114 3.10187 -4.29042 0.41
C 1.74896 -6.50771 -1.45358 -0.16
H -3.84591 0.09833 4.79447 0.21
H -0.98670 3.26629 2.82529 0.23
N -2.21185 1.67347 -6.95600 -0.78
N 0.11356 -2.04336 2.80799 -0.52
C 2.10218 2.69428 -2.44551 0.28
H 2.52398 -7.10217 -1.91936 0.22
H 1.59631 1.22472 5.56142 0.22
C 2.35593 1.66181 3.59925 0.05
H -0.28765 5.01223 1.48269 0.24
S 2.93699 1.26629 -2.31666 -0.18
C -0.15438 -0.87025 2.18342 0.39
N 2.02384 3.41271 -3.61916 -0.84
C 0.76940 3.29507 0.75912 0.30
C -1.40813 -0.11028 2.41322 -0.21
C 1.64557 -5.15494 -1.72791 -0.19
H 2.33946 -4.68337 -2.41107 0.22
H -0.51847 -2.53198 3.41603 0.42
H 0.08134 2.68613 -4.93576 0.43
H -1.20015 3.96438 0.37871 0.27
N -0.51268 2.68801 -5.76009 -0.82
C -2.13249 -0.35491 3.58205 -0.17
H -0.83934 -6.82337 0.70441 0.22
C -0.24218 -4.99701 -0.25117 -0.14
H -0.08607 2.97485 -6.62339 0.40
N 1.06019 -9.65561 -0.05641 -0.34
C 0.96875 -8.53216 -0.28458 0.29
C 0.45994 -1.74115 -1.52327 -0.50
C 1.38912 1.67495 4.59929 -0.25
H -4.70734 1.78404 3.16748 0.21
C 0.85687 -7.11111 -0.57445 -0.20
N 1.40541 3.29686 -1.44375 -0.46
N 1.45924 2.76412 -0.17053 -0.29
C -1.56012 1.82862 -5.78639 0.65
H 3.32483 1.20798 3.78024 0.20
N -1.99495 1.15919 -4.74623 -0.62
H 1.96321 4.41683 -3.52717 0.38
C -3.08052 1.52071 1.80693 -0.27
N -0.61670 1.40540 -2.69798 -0.56
C -0.14350 -6.34888 0.02457 -0.19
N 2.16883 2.18110 2.39060 -0.39
Ca 0.44296 0.43472 -0.64130 1.72
H 0.03591 5.07787 -0.23715 0.21
H -3.05369 1.12508 -6.93433 0.42
H -1.74640 -1.06441 4.30779 0.19
C 1.80892 -1.55830 1.53797 -0.07
C 0.98385 2.73716 2.14006 0.14
C -0.21905 4.40663 0.58204 -0.70
H 2.73663 -1.53966 0.99016 0.22
C 0.65246 -4.36911 -1.13184 -0.08
C 0.56654 -2.96023 -1.39054 -0.27
H -2.06124 2.29737 -7.72547 0.40
```

# 2
Here is a structure of composition C9H17CuN4O2S3Sb from the OMol25 dataset. Energies are from wB97M-V/def2-TZVPD.

## Properties
ΔE to the lowest compared entry with this formula, charge and spin, kJ/mol: 91.49
Net charge: -1
Gap between HOMO and LUMO, eV: 6.06
LUMO level, eV: 1.777

```
37
Properties=species:S:1:pos:R:3:nbo_charge:R:1
H 0.54657 -4.42757 1.52712 0.18
C -0.54790 -4.34827 1.59278 -0.42
O 2.79963 -2.26603 -0.64318 -0.67
H -4.04551 -3.00446 -1.56009 0.20
H 4.95785 -1.20612 0.59171 0.22
C 4.25110 0.86624 0.27884 -0.52
H -2.29282 -1.13537 -2.18454 0.23
H 5.00666 -0.68613 -1.08548 0.22
H -0.80736 -3.43589 2.12622 0.23
N -1.18301 -4.36252 0.29148 -0.47
H 4.74514 1.60384 -0.35275 0.22
H -1.68894 -6.38328 -0.04988 0.19
H 0.41668 -2.51524 0.48196 0.38
S -1.34349 0.55045 1.04603 -0.54
N -0.28914 -2.22241 -0.18442 -0.85
S -1.05795 1.36974 -1.53059 -0.60
H 4.54494 1.07110 1.30863 0.22
Sb -1.87073 2.86926 0.32642 0.95
C -3.25962 -3.76192 -1.49335 -0.41
C 2.74309 1.06157 0.16736 0.67
N 2.11283 -0.10631 -0.20782 -0.79
H -3.39578 -4.31230 -0.56753 0.22
O 2.19490 2.12217 0.39464 -0.62
C -1.80677 -2.06102 -2.49819 -0.42
H 0.02023 -5.98669 -0.31451 0.19
C -1.09575 -3.18290 -0.45583 0.63
C -1.00624 -5.61666 -0.42492 -0.41
H -0.90806 -5.19948 2.17244 0.20
C 4.46011 -0.57927 -0.14748 -0.52
H -2.24651 -2.40388 -3.43729 0.19
H -1.19864 -5.47389 -1.48542 0.22
C 3.04068 -1.09709 -0.36780 0.67
N -1.95931 -3.12197 -1.51651 -0.44
Cu 0.04284 -0.16328 -0.47874 0.96
H -0.75060 -1.85591 -2.65785 0.23
S -4.11016 2.95469 0.11418 -0.90
H -3.37632 -4.44877 -2.33705 0.18
```

# 3
Here is a cluster of 4 separate species, C3H15N2O3 in total from the OMol25 dataset. Energies are from wB97M-V/def2-TZVPD.

## Properties
ΔE to the lowest compared entry with this formula, charge and spin, kJ/mol: 71.48
Net charge: +1
Gap between HOMO and LUMO, eV: 11.44
LUMO level, eV: -2.925

```
23
Properties=species:S:1:pos:R:3:nbo_charge:R:1
N 0.32561 -0.17923 1.15106 -0.69
H -2.88938 -1.68987 -1.37979 0.48
O 1.77420 -2.52935 0.41611 -1.00
H -0.98252 3.84780 -1.54226 0.24
H 2.53194 -3.04388 0.16522 0.50
H -2.32367 -2.46686 -2.58378 0.50
H 0.17736 -0.85185 0.42486 0.43
H 1.14710 -2.99080 1.00773 0.50
C 0.77393 2.86528 -0.82334 -0.24
N 0.71422 1.43565 -0.40559 -0.52
C 0.55296 1.07575 0.83858 0.39
H 0.91432 2.84329 -1.91163 0.23
H 0.83703 0.72164 -1.10674 0.42
H -0.15663 4.71896 -0.26036 0.25
H -1.11322 3.38620 0.19004 0.22
H 1.77099 3.17774 -0.50341 0.22
H 0.16496 -0.54605 2.07727 0.45
C -0.45220 3.72625 -0.60631 -0.64
O -0.87555 -2.51226 1.22021 -0.98
H 0.58878 1.80041 1.64617 0.23
H -1.02552 -2.44946 0.24849 0.49
H -1.81254 -2.56687 1.45695 0.49
O -2.18741 -2.25350 -1.66973 -0.97
```

# 4
Here is a cluster of 2 separate species, C4H13NO2 in total from the OMol25 dataset. Energies are from wB97M-V/def2-TZVPD.

## Properties
ΔE to the lowest compared entry with this formula, charge and spin, kJ/mol: 82.29
Gap between HOMO and LUMO, eV: 9.69
LUMO level, eV: 0.621

```
20
Properties=species:S:1:pos:R:3:nbo_charge:R:1
O -1.87448 -2.14858 -2.34975 -0.74
C 0.22423 -0.39879 0.17440 -0.05
C -1.07733 -1.03837 -1.92268 -0.05
H 1.08506 -1.04196 0.04735 0.19
H -2.75807 -1.90408 -2.62283 0.47
C -1.05830 -0.95883 -0.39907 -0.44
H -1.51154 -0.18949 -2.47107 0.17
H 1.38369 1.32269 -0.06562 0.36
H -0.07767 -1.11659 2.19308 0.20
H 0.81232 0.38084 2.19896 0.22
H -0.15584 1.56039 -0.03410 0.34
C 0.02338 -0.16176 1.66669 -0.62
H -1.04297 -2.01696 -0.09616 0.22
H 3.28337 2.35744 0.99683 0.47
H 2.71230 3.05307 2.20608 0.47
H -1.98159 -0.53304 -0.00289 0.20
O 2.44930 2.64293 1.40503 -0.94
N 0.53041 0.93228 -0.46327 -0.84
H -0.89446 0.38983 1.85769 0.20
H -0.07181 -1.13102 -2.31867 0.18
```

# 5
Here is an isolated molecule of C4H7ClO2 from the OMol25 dataset. Energies are from wB97M-V/def2-TZVPD.

## Properties
ΔE to the lowest compared entry with this formula, charge and spin, kJ/mol: 373.42
Gap between HOMO and LUMO, eV: 10.45
LUMO level, eV: 0.816

```
14
Properties=species:S:1:pos:R:3:nbo_charge:R:1
O 0.78515 1.60736 0.98133 -0.27
C -0.03745 0.25302 -1.91602 -0.66
H 0.68739 0.05325 2.42379 0.20
H 0.95529 -0.12659 -1.79209 0.23
H 0.41046 -1.06128 0.49686 0.21
C 0.03400 0.59827 1.81485 -0.06
O -0.16705 1.95067 -0.01250 -0.31
C -0.68924 0.41533 -0.51311 0.30
H -0.20996 1.29173 -2.21988 0.26
H -0.74356 1.06263 2.30820 0.19
H -0.71745 -0.42195 -2.56222 0.23
H -1.36249 -1.03440 0.73197 0.25
Cl -2.42101 0.76998 -0.75606 -0.05
C -0.49453 -0.44499 0.74347 -0.51
```

# 6
Here is an isolated molecule of C5H10NO from the OMol25 dataset. Energies are from wB97M-V/def2-TZVPD.

## Properties
ΔE to the lowest compared entry with this formula, charge and spin, kJ/mol: 67.72
Gap between HOMO and LUMO (spin up / spin down), eV: 9.47 / 8.02
2S+1: 2
LUMO level (spin up / spin down), eV: 0.882 / -1.013

```
17
Properties=species:S:1:pos:R:3:lowdin_spin:R:1
H -0.08293 -2.38109 -0.11144 0.00
H 1.53558 -0.68542 -0.73253 0.00
C -0.06580 0.60444 0.17437 0.17
C -0.04112 1.24783 -1.47679 0.10
N -1.29852 0.06271 0.61390 0.07
H -0.89734 -1.03451 2.41573 0.00
H -1.85611 -1.85427 1.30281 0.00
C 0.28544 -1.78914 0.73122 0.00
H 1.84124 -0.26069 0.79563 0.01
H -1.83205 0.64135 1.24642 0.00
O 1.20309 1.54087 -1.69677 0.57
H -0.52234 2.19140 -1.18006 0.03
H -0.62598 0.56859 -2.11047 0.00
H 0.24401 1.53689 0.63768 0.00
H 0.77650 -2.36167 1.50776 0.00
C 0.96430 -0.52414 0.17874 0.02
C -0.98698 -1.18745 1.33061 0.01
```